Entry 1:
DFT (ωB97M-V/def2-TZVPD) results for a cluster of 10 separate species, C30H48O14 in total in a non-equilibrium geometry.

```
92
Properties=species:S:1:pos:R:3:forces:R:3:lowdin_charge:R:1
O 2.17089 -2.29298 2.09858 0.72 1.15 7.27 0.15
C 3.19889 -2.53498 1.41958 5.23 -2.83 -2.36 -0.41
C 3.13489 -2.44198 0.06358 -0.97 0.34 -1.04 -0.01
C 4.14089 -2.83198 -0.82242 -0.68 1.30 1.21 -0.03
C 5.31689 -3.23098 -0.33942 2.62 -2.27 3.08 -0.33
O 6.32289 -3.63698 -1.17542 0.91 -0.04 -0.62 0.03
C 5.44189 -3.40898 1.08958 0.07 0.89 -0.92 -0.03
C 4.41889 -3.10698 1.94258 -0.84 -0.21 1.51 -0.01
H 1.44189 -2.32698 1.61258 -5.11 0.14 -3.17 0.01
H 2.16489 -2.09498 -0.32542 0.64 0.02 -0.14 0.11
H 4.12489 -2.46398 -1.78142 -0.48 0.06 -2.52 0.10
H 7.11889 -4.07998 -0.78942 -1.48 0.83 0.15 0.13
H 6.36089 -3.57498 1.64058 0.36 -0.66 -0.77 0.11
H 4.63089 -3.45898 3.02558 -0.94 1.27 -1.68 0.15
O -6.42811 -0.43098 4.50858 3.84 -7.37 6.07 0.07
C -5.08911 -0.86198 4.27858 -2.26 0.82 2.20 -0.30
C -4.50311 -1.76698 5.16958 3.01 0.56 -4.51 0.03
C -3.20811 -2.27798 4.85758 -2.29 5.17 -2.45 0.04
C -2.41011 -1.59598 3.89358 -2.57 1.07 -0.21 -0.30
O -1.12211 -1.95298 3.76858 -0.84 -1.43 2.86 0.08
C -3.01911 -0.55098 3.11858 -1.70 -1.27 2.04 0.00
C -4.38111 -0.21398 3.34858 0.20 1.33 -3.59 -0.05
H -6.71611 0.16702 3.97858 -2.32 6.01 -5.61 -0.03
H -5.05411 -2.04098 5.94158 -2.27 -1.77 3.39 0.07
H -2.76611 -3.03698 5.30358 1.77 -3.37 2.56 0.06
H -0.81411 -1.62998 2.97658 1.48 1.35 -3.11 0.01
H -2.57011 0.02202 2.38358 1.50 0.66 -1.31 0.06
H -5.07311 0.50702 2.62858 2.49 -1.61 1.74 0.18
O 0.57789 0.97902 -3.45442 -0.01 -0.93 0.52 0.00
C 0.52289 0.24602 -2.26442 -0.26 -0.05 -1.29 -0.31
C 0.72989 0.87202 -1.02842 -0.09 -0.88 0.01 0.01
C 0.31389 0.09402 0.07558 0.54 1.41 -2.63 0.01
C -0.23811 -1.17398 -0.10242 1.02 1.95 3.35 -0.35
O -0.62911 -1.70298 1.09858 -0.41 -2.18 0.82 -0.03
C -0.18811 -1.79298 -1.27142 -0.24 -0.09 -3.20 -0.04
C 0.11689 -1.09498 -2.45442 0.16 0.12 -0.56 0.02
H 0.20089 0.25402 -3.98842 0.26 1.12 -1.22 0.05
H 1.19489 1.90202 -0.98542 -0.80 -1.37 0.13 0.15
H 0.41589 0.56902 0.99758 -0.06 0.23 1.74 0.09
H -0.78311 -2.72098 1.19158 0.56 1.68 -0.96 0.09
H -0.46811 -2.78698 -1.31042 -0.64 -1.99 -0.22 0.10
H -0.01311 -1.53298 -3.59342 0.39 1.03 3.33 0.17
O -2.57811 4.56702 2.37658 -4.37 0.78 0.00 0.01
C -1.48411 3.81902 2.48558 -2.21 -1.26 2.39 -0.42
C -0.35211 4.18202 1.86458 4.00 -1.27 0.10 0.00
C 0.85289 3.40602 2.15458 -4.09 1.10 0.85 0.02
C 0.71389 2.48402 3.15958 2.97 -1.01 0.49 -0.28
O 1.96689 1.85002 3.50358 -0.19 4.57 -3.53 0.04
C -0.43111 2.16402 3.91158 -1.40 1.27 -2.11 0.00
C -1.61211 2.80902 3.46758 1.47 -1.56 2.15 -0.01
H -3.42511 4.15002 2.82758 2.99 1.12 -1.34 0.17
H -0.18111 5.09702 1.33758 -0.66 0.26 -0.55 0.12
H 1.80689 3.67202 1.80058 0.91 0.13 -0.54 0.11
H 1.61189 1.25102 4.03158 -1.25 -4.96 4.14 0.00
H -0.48511 1.47502 4.74358 0.37 -0.09 -0.08 0.12
H -2.53211 2.57502 4.14958 1.37 0.87 -1.90 0.15
C -1.22111 4.09802 -4.65542 2.62 -0.87 -1.98 -0.18
O -1.16711 3.71502 -3.34742 -0.79 4.09 0.91 -0.03
H -1.08511 5.10102 -4.79842 0.29 3.18 0.72 0.04
H -2.14011 3.97002 -5.10642 -2.15 -1.16 -1.09 0.06
H -0.36111 3.81502 -5.36842 -1.08 -0.79 1.17 0.11
H -0.93711 2.85702 -3.27442 1.20 -4.49 0.25 -0.01
C 1.99389 1.94602 -6.33842 1.76 1.46 0.39 -0.13
O 2.99689 2.32602 -5.30342 -1.25 -2.60 0.83 -0.17
H 1.91289 2.70602 -7.14742 0.49 -0.46 0.72 0.10
H 1.15289 1.96402 -5.76242 -2.99 0.24 0.92 -0.01
H 2.00889 0.95302 -6.74542 0.96 -0.61 -0.27 0.06
H 2.70989 1.73702 -4.47942 0.95 1.97 -2.57 0.12
C -2.37611 2.15602 -0.36642 1.45 1.76 -0.51 -0.11
O -2.44711 1.22802 -1.45742 -9.51 1.18 3.06 -0.03
H -1.33811 2.79502 -0.33342 -2.79 -1.38 -0.38 0.14
H -2.44011 1.66202 0.54358 0.54 -1.51 1.94 0.02
H -3.26711 2.75902 -0.26642 -0.05 0.80 -0.92 0.08
H -1.63411 1.23602 -1.63742 10.20 -0.90 -3.18 -0.11
C -1.45011 0.07802 -6.54442 -4.27 1.71 -1.45 -0.23
O -0.48611 -0.63398 -5.87642 1.32 -3.38 -1.43 -0.18
H -1.15611 1.18502 -6.40742 -0.99 -1.64 -0.38 0.09
H -2.50511 -0.20398 -6.06142 1.95 1.22 -0.72 0.10
H -1.76111 -0.12698 -7.72942 1.80 0.29 2.79 0.13
H -0.46711 -1.54998 -6.31442 0.23 1.87 1.28 0.14
C 4.29889 0.44702 1.94058 -6.05 -6.41 -5.28 -0.14
O 5.13889 0.21402 0.83158 1.48 2.75 2.28 -0.05
H 4.30989 -0.37998 2.70858 -0.73 -0.13 -1.23 0.10
H 3.17089 0.79502 1.58658 2.84 -1.11 1.16 0.14
H 4.67789 1.07102 2.48558 4.08 7.99 5.26 -0.03
H 4.75189 -0.44598 0.35858 -1.54 -3.05 -2.27 -0.02
C -2.57211 -4.10398 1.00158 0.21 -3.10 -2.94 -0.14
O -1.20211 -4.26698 1.16458 3.35 -3.96 1.72 -0.18
H -2.64111 -4.19198 -0.11242 -1.35 0.47 0.92 0.11
H -2.89911 -3.25598 1.44158 -0.64 3.41 0.78 0.04
H -3.16311 -4.81998 1.52558 -0.31 -1.19 0.05 0.08
H -0.86511 -5.29698 1.30658 -1.61 4.26 -0.54 0.22
```
Forces are in eV/Å.

The relative energy (zero: lowest compared OMol25 entry of this formula, charge and spin) comes out at 225.0 kcal per mole. The lowest unoccupied orbital energy comes out at -0.017 eV. Its SMILES is Oc1ccc(O)cc1.Oc1ccc(O)cc1.Oc1ccc(O)cc1.Oc1ccc(O)cc1.CO.CO.CO.CO.CO.CO. As for the molar mass: 632.70 g mol⁻¹. The spin multiplicity is 1. Its HOMO energy is -7.87 eV.

=====

Entry 2:
DFT (ωB97M-V/def2-TZVPD) results for a structure of composition C30H48P2SeTb in a non-equilibrium geometry.

```
82
Properties=species:S:1:pos:R:3:forces:R:3:lowdin_charge:R:1
Tb 0.39897 -0.25197 -2.29374 2.55 1.80 4.10 1.19
C -0.75905 -2.11857 0.42093 1.53 -0.75 -0.99 -0.24
C 0.60985 -2.21080 0.04209 -1.73 -0.06 -0.65 -0.28
C 0.44882 -0.64156 1.69148 2.69 -0.39 -0.64 -0.21
C -0.81656 -1.21616 1.49829 -1.35 0.33 -0.45 -0.18
C 1.35421 -1.24097 0.79745 -1.04 1.07 1.36 -0.25
C -1.88532 -2.95362 -0.06477 -0.59 -0.31 0.20 -0.05
H -1.64335 -3.44443 -1.02039 -0.18 0.02 0.33 0.06
H -2.78293 -2.31910 -0.20335 0.28 -0.42 0.00 0.09
H -2.13470 -3.74863 0.67525 0.01 0.41 -0.56 0.10
C -2.02200 -0.90303 2.26895 -0.75 -0.70 0.16 -0.04
H -2.73616 -1.73184 2.23856 0.07 -0.01 0.00 0.09
H -2.55223 -0.02723 1.88071 0.20 0.09 -0.15 0.02
H -1.80023 -0.71344 3.30716 0.16 0.15 0.40 0.08
C 0.78986 0.32286 2.75107 0.25 0.58 0.41 -0.02
H 0.32898 0.06958 3.71411 0.00 0.02 -0.21 0.09
H 0.43997 1.32386 2.47770 0.01 0.00 0.14 0.07
H 1.86863 0.37296 2.92738 -0.11 -0.01 -0.08 0.08
C 2.81218 -0.98750 0.72793 0.51 0.17 0.46 -0.06
H 3.33944 -1.51804 1.54614 -0.08 0.24 -0.40 0.10
H 3.01729 0.09237 0.84281 0.04 -0.47 -0.08 0.07
H 3.23989 -1.33084 -0.21855 0.09 0.06 0.05 0.06
C 1.18132 -3.16856 -0.94702 0.22 -0.27 -0.54 -0.07
H 1.63127 -4.05342 -0.47816 0.01 0.17 0.05 0.11
H 1.98668 -2.74181 -1.57930 -0.10 0.01 0.27 0.07
H 0.43487 -3.57251 -1.64438 -0.04 0.04 0.18 0.07
C -1.86726 1.17876 -5.62468 -0.34 -0.99 -0.49 -0.14
C -1.97036 -0.17183 -5.59806 -1.19 1.87 -0.96 -0.18
C -1.13846 -1.05950 -6.44999 -0.45 -0.20 -0.54 -0.18
C 0.35438 -0.80199 -6.27239 1.01 0.21 -0.87 -0.15
C 0.85104 -0.05386 -5.02897 0.43 0.84 -1.59 -0.19
C 1.08287 1.28371 -5.04455 0.56 -1.14 -0.11 -0.13
C 0.49013 2.25478 -6.05619 1.25 0.26 0.28 -0.15
C -0.94240 1.97353 -6.52144 -0.72 0.43 -0.64 -0.15
H -1.42778 -0.88869 -7.51437 0.28 -0.16 0.61 0.14
H 0.70296 -0.22461 -7.17932 -0.14 -0.54 1.09 0.13
H -1.39391 -2.10186 -6.25384 0.08 0.01 0.07 0.12
H -0.89463 1.51375 -7.52770 -0.17 0.07 0.51 0.12
H -2.52045 1.80666 -5.01434 -0.08 -0.48 -0.38 0.09
H -2.82476 -0.63275 -5.10328 0.40 0.16 0.00 0.08
H -1.43483 2.96778 -6.65966 0.39 -0.77 -0.08 0.13
H 0.57262 3.29111 -5.65799 -0.07 -0.73 -0.03 0.12
H 1.77000 1.70126 -4.29108 -0.71 -0.16 -0.50 0.05
H 1.16157 2.27004 -6.94379 -0.34 -0.05 0.42 0.14
H 0.89610 -1.76439 -6.31258 -0.13 0.41 -0.01 0.13
H 1.17712 -0.69236 -4.18964 0.89 0.10 -1.49 0.02
P -2.47415 0.37494 -2.48727 1.82 -0.84 3.24 0.95
P 2.17750 1.81573 -1.72448 -1.50 -1.45 1.38 0.83
C -1.03392 1.73432 -3.02809 -2.11 -1.30 -1.77 -0.50
C 0.16959 2.45573 -2.52335 2.63 1.27 0.73 -0.32
H -1.78176 2.48230 -3.31503 0.45 0.27 0.08 0.10
H -0.75805 1.21329 -3.94176 -0.20 0.72 -0.04 -0.04
H 0.61385 3.04920 -3.33315 -0.76 0.02 0.07 0.06
H -0.11001 3.10306 -1.71649 0.15 0.25 0.78 0.02
C 2.82261 3.25816 -0.86554 0.04 1.13 0.01 -0.29
H 3.59856 2.93951 -0.13230 -0.51 0.04 -0.60 0.07
H 1.99772 3.73159 -0.29203 0.46 -0.30 -0.33 0.06
H 3.25888 3.99983 -1.56596 -0.19 -0.30 0.50 0.06
C 3.56752 1.17546 -2.78161 -0.24 0.47 -0.64 -0.30
H 4.01211 1.92442 -3.43654 0.20 -0.01 -0.01 0.05
H 3.27579 0.32990 -3.41705 -0.10 0.11 0.14 0.02
H 4.32429 0.77240 -2.08949 -0.33 0.37 0.01 0.06
C -4.14253 0.40819 -3.30952 -0.04 0.69 -1.19 -0.27
H -4.71711 -0.50813 -3.05714 0.75 0.36 0.08 0.07
H -4.19529 0.57235 -4.40694 -0.05 -0.09 0.73 0.03
H -4.66438 1.24713 -2.80092 0.42 -0.43 -0.20 0.06
C -1.47374 -1.25703 -3.02515 -1.27 -2.62 -0.03 -0.42
H -0.78299 -1.87839 -2.29049 -2.15 0.83 -0.65 0.00
H -0.89396 -1.24069 -3.98494 -0.86 -0.31 0.47 0.02
H -2.22599 -2.04349 -3.01300 -0.52 0.14 -0.86 0.07
Se -1.90952 2.12151 0.52068 0.12 -1.24 -2.43 0.62
C -1.63982 3.18084 1.96190 0.51 1.62 3.08 -0.77
C -1.38317 4.57648 1.92105 -0.26 -0.95 -0.23 -0.15
C -1.37431 5.35922 3.05622 0.17 0.14 1.02 -0.11
C -1.50507 4.79341 4.33442 -0.18 -0.36 -0.91 -0.10
C -1.72651 3.41997 4.40928 0.16 0.09 0.81 -0.10
C -1.76382 2.63630 3.27551 -0.09 0.40 -1.02 -0.16
H -1.19609 5.02507 0.96330 -0.18 0.23 -0.36 0.08
H -1.27620 6.43915 2.98335 0.20 -0.14 -0.14 0.10
H -1.42314 5.38610 5.22940 -0.16 0.18 0.08 0.09
H -1.88523 2.94382 5.38944 0.21 0.24 -0.48 0.11
H -1.90484 1.57561 3.37971 -0.20 -0.19 0.01 0.06
```
Forces are in eV/Å.

The relative energy (zero: lowest compared OMol25 entry of this formula, charge and spin) comes out at 293.8 kcal per mole. The lowest unoccupied orbital energy (alpha / beta) comes out at -3.059 / -4.030 eV. As for the molar mass: 708.55 g mol⁻¹. The spin multiplicity is 7. Its HOMO energy (alpha / beta) is -8.23 / -7.95 eV. As for the expectation value of S²: 12.659. As for the total charge: +1.

=====

Entry 3:
DFT (ωB97M-V/def2-TZVPD) results for a structure of composition C30H48P2V in a non-equilibrium geometry.

```
81
Properties=species:S:1:pos:R:3:forces:R:3:lowdin_charge:R:1
V 1.03319 0.96273 1.21224 -1.23 -5.64 1.07 0.58
C 2.52876 2.24829 0.52538 -0.11 1.29 0.42 -0.31
C 1.24801 2.91795 0.51804 0.61 0.93 0.50 -0.31
C 1.76590 2.36664 2.71513 0.67 1.57 -0.49 -0.27
C 2.84695 1.92557 1.88875 -0.04 1.36 0.15 -0.27
C 0.76897 2.96109 1.87359 1.04 0.98 -0.08 -0.32
C 3.44505 2.05578 -0.63513 0.26 -0.19 -0.20 -0.02
H 2.92948 2.24669 -1.58103 0.15 -0.07 0.13 0.07
H 3.83735 1.03129 -0.64213 0.00 0.19 -0.15 0.08
H 4.31298 2.73096 -0.58108 -0.29 -0.13 0.01 0.11
C 4.19840 1.50371 2.36991 0.02 -0.35 0.10 0.01
H 4.83543 1.21242 1.52938 -0.07 0.02 0.20 0.09
H 4.13887 0.66494 3.07050 0.16 0.18 -0.19 0.07
H 4.67779 2.34709 2.88788 -0.11 -0.17 -0.15 0.11
C 1.82047 2.61889 4.18943 -0.12 -0.41 0.32 0.00
H 2.42260 3.51886 4.39564 -0.19 -0.22 -0.20 0.11
H 2.27864 1.79464 4.73969 -0.09 0.28 0.05 0.07
H 0.81818 2.78838 4.59874 0.23 -0.06 -0.02 0.09
C -0.38390 3.77306 2.37755 -0.09 0.02 0.12 -0.03
H -0.00026 4.70364 2.82396 -0.14 -0.22 -0.13 0.11
H -0.94392 3.24539 3.16146 0.05 0.18 -0.21 0.07
H -1.06512 4.04788 1.56734 0.08 -0.04 0.18 0.08
C 0.57503 3.59185 -0.63025 -0.26 0.13 -0.26 -0.02
H 0.67047 4.68895 -0.56799 0.05 -0.37 0.01 0.11
H -0.49864 3.36453 -0.62602 0.17 0.09 -0.15 0.07
H 0.99172 3.27136 -1.58976 -0.11 0.10 0.16 0.07
C -1.07927 -2.78948 -3.70531 0.38 0.23 -0.71 -0.12
C -0.81476 -1.74869 -4.51017 -0.04 -1.15 -0.27 -0.14
C -1.82837 -1.17108 -5.46374 -0.20 0.36 -0.16 -0.17
C -3.28128 -1.03442 -4.92221 0.28 0.15 -0.62 -0.19
C -3.37304 -0.61024 -3.48716 -0.44 -0.16 0.41 -0.11
C -3.47450 -1.44833 -2.44831 -0.65 0.10 -0.58 -0.15
C -3.35874 -2.95192 -2.55292 -0.14 -0.14 0.14 -0.17
C -2.40495 -3.49341 -3.64789 -0.25 -0.34 0.31 -0.18
H -1.85272 -1.80608 -6.37005 0.06 0.33 0.25 0.13
H -3.84921 -1.95514 -5.11899 0.12 0.47 0.20 0.11
H -1.51059 -0.16516 -5.78951 0.07 -0.42 0.09 0.11
H -2.91005 -3.50374 -4.62367 0.37 -0.04 0.35 0.10
H -0.28216 -3.28352 -3.14475 -0.01 0.37 -0.05 0.10
H 0.21850 -1.42764 -4.67690 -0.27 -0.06 0.30 0.10
H -2.19763 -4.54271 -3.38886 -0.16 0.22 -0.18 0.12
H -3.01412 -3.36690 -1.58648 -0.26 0.27 -0.26 0.11
H -3.82027 -1.07449 -1.47818 0.43 0.07 -0.25 0.09
H -4.37267 -3.35880 -2.72913 0.38 0.00 0.16 0.13
H -3.75313 -0.23965 -5.52017 0.00 -0.34 0.11 0.11
H -3.46539 0.46824 -3.34621 -0.07 -0.21 0.24 0.11
P 0.63969 -0.29684 -0.87976 -0.24 -0.01 0.52 0.88
P -1.39601 0.49992 1.52913 0.80 -0.30 -0.14 0.86
C -0.94031 -1.25151 -0.68053 0.20 -0.14 -0.53 -0.38
C -1.74899 -1.06445 0.60324 -0.21 0.05 0.47 -0.36
H -0.69274 -2.31390 -0.82994 -0.13 0.29 0.05 0.09
H -1.55288 -0.96806 -1.54726 0.26 -0.08 0.22 0.04
H -2.82551 -1.06272 0.38079 0.23 -0.10 0.01 0.07
H -1.57792 -1.90142 1.29408 0.02 0.32 -0.07 0.08
C -1.82745 0.15645 3.26122 -0.30 -0.06 0.15 -0.22
H -1.73816 1.08288 3.84170 -0.07 -0.16 -0.11 0.04
H -1.12319 -0.57118 3.68107 -0.09 0.13 -0.22 0.05
H -2.85035 -0.23298 3.35812 0.21 0.14 -0.01 0.06
C -2.63297 1.67824 0.91582 -0.40 0.05 -0.05 -0.23
H -3.58670 1.16270 0.75550 0.08 0.17 0.05 0.05
H -2.30902 2.12030 -0.03240 -0.05 -0.14 0.12 0.04
H -2.78324 2.48988 1.63441 0.03 -0.17 -0.12 0.04
C 1.95152 -1.51580 -1.21611 0.11 -0.15 -0.14 -0.22
H 2.87292 -0.96181 -1.43294 -0.16 -0.16 -0.08 0.04
H 1.69070 -2.15317 -2.07259 0.10 0.19 0.16 0.05
H 2.14337 -2.14412 -0.33665 -0.13 0.23 -0.23 0.04
C 0.42571 0.58896 -2.44698 -0.01 0.09 -0.41 -0.23
H -0.28173 1.41728 -2.34001 0.09 -0.15 0.10 0.05
H 0.04487 -0.08795 -3.21926 0.12 0.20 0.28 0.01
H 1.38557 0.99955 -2.78113 -0.14 -0.06 0.10 0.05
C 2.05449 -3.20870 4.06477 -0.11 0.21 -0.39 -0.08
C 2.45007 -1.93497 4.48518 -0.17 0.11 -0.26 -0.07
C 2.14767 -0.80172 3.71426 0.03 -0.99 0.42 -0.14
C 1.46756 -0.91316 2.50505 -0.63 1.69 -1.45 -0.17
C 1.08227 -2.18654 2.08171 0.12 -0.79 0.53 -0.17
C 1.36046 -3.32920 2.85138 0.01 0.26 -0.04 -0.08
H 2.29284 -4.09631 4.65426 -0.09 0.31 -0.15 0.11
H 2.99950 -1.79675 5.41018 -0.05 -0.16 0.01 0.10
H 2.45604 0.16160 4.09410 -0.02 -0.24 -0.06 0.04
H 0.54904 -2.34320 1.13831 0.20 0.08 0.36 0.05
H 1.02483 -4.30075 2.48067 0.19 0.19 0.24 0.10
```
Forces are in eV/Å.

The relative energy (zero: lowest compared OMol25 entry of this formula, charge and spin) comes out at 0.0 kcal per mole. The lowest unoccupied orbital energy (alpha / beta) comes out at -3.312 / -2.909 eV. As for the molar mass: 521.61 g mol⁻¹. The spin multiplicity is 3. Its HOMO energy (alpha / beta) is -10.93 / -11.21 eV. As for the expectation value of S²: 2.026. As for the total charge: +1.